Molecular formula: C3H7NO2
Method: DFT, ωB97M-V with the def2-TZVPD basis set

Frontier orbital gap (eV): 9.80
SMILES: C=C(C)NOO
LUMO energy (eV): 1.00

```
13
Properties=species:S:1:pos:R:3:forces:R:3
C 1.64378 0.66913 0.82313 1.518 0.712 -0.489
C 0.61972 0.05080 0.23224 -2.672 0.699 2.441
C 0.63246 -0.69222 -1.08421 0.412 0.047 2.295
N -0.81683 0.12343 1.01464 5.015 -0.440 -0.558
O -1.80980 -0.51121 0.53522 -0.061 -0.219 -0.442
O -2.37929 0.29535 -0.63616 -2.358 -1.743 0.687
H 1.75475 1.22915 1.78119 -1.053 -0.690 -0.736
H 2.62661 0.78146 0.27436 -1.254 -0.641 0.387
H -0.23659 -1.29013 -1.17827 -1.506 0.382 -0.731
H 1.32986 -1.50559 -1.01437 1.189 0.085 -0.128
H 0.89013 0.06679 -1.78418 -0.192 -0.084 -1.266
H -1.01435 0.99060 1.48949 -0.102 0.284 -0.145
H -3.24046 -0.20755 -0.45308 1.063 1.608 -1.317
```
Forces are in eV/Å.

***

Molecular formula: C16H40O10V
Method: DFT, ωB97M-V with the def2-TZVPD basis set

Frontier orbital gap (spin up / spin down) (eV): 3.32 / 3.95
Spin multiplicity: 2
Charge: -2
⟨S²⟩: 0.754
LUMO energy (spin up / spin down) (eV): 4.23 / 4.23

```
67
Properties=species:S:1:pos:R:3:forces:R:3
O 14.98894 -6.39315 36.07505 3.450 -1.393 0.706
V 13.53895 -5.99734 35.51102 -0.564 -0.899 -4.232
O 12.77833 -5.24827 36.63766 -3.236 2.508 3.583
C 12.54360 -6.28733 32.96436 -3.193 2.221 -1.847
O 11.98859 -5.54324 33.76667 -2.954 3.667 4.927
O 12.05340 -6.38833 31.84753 -0.290 -1.710 -3.962
O 13.57218 -6.75567 33.41014 7.368 -4.294 1.537
C 14.30962 -9.81033 37.18898 -0.286 0.139 -0.420
C 12.94857 -9.10015 37.28716 1.585 2.238 2.085
C 13.01821 -8.15710 38.55318 -0.133 0.699 0.161
O 12.77669 -8.25507 36.14114 -0.395 -1.104 0.470
H 14.53969 -10.42137 38.06179 -0.132 -0.079 0.033
H 15.09055 -9.06211 37.05339 -0.097 0.262 0.138
H 14.35095 -10.42225 36.28789 -0.056 -0.352 -0.058
H 12.11819 -9.79315 37.42250 -0.146 -0.119 -0.252
H 13.70180 -7.30838 38.53134 0.618 -0.213 -1.295
H 13.34848 -8.59843 39.49352 -0.324 -0.942 -0.060
H 12.13506 -7.55813 38.77540 -0.689 -0.598 -0.290
H 13.02695 -8.86410 35.44253 -0.038 0.586 -0.945
C 15.35767 -3.43937 38.39015 -0.487 -0.166 -0.677
C 15.41504 -1.94310 38.56865 -1.598 -1.563 1.119
C 14.74926 -1.55769 39.90330 -1.215 -0.042 -0.876
O 16.72766 -1.57934 38.61843 2.625 1.690 -0.430
H 14.32255 -3.77749 38.34236 0.021 -0.425 0.168
H 15.94960 -3.92148 39.16817 -0.197 -0.204 0.242
H 15.78569 -3.71743 37.42704 0.036 -0.088 -0.023
H 14.93749 -1.52391 37.68303 0.033 0.576 0.191
H 15.19646 -2.08864 40.74366 0.446 0.197 0.033
H 13.71984 -1.91598 39.89957 -0.183 -0.036 -0.088
H 14.67661 -0.48032 40.05199 0.408 0.059 0.189
H 17.09610 -1.89263 39.44770 0.030 -0.138 -0.016
C 18.75248 -8.50711 37.67068 -0.042 1.319 0.617
C 18.84941 -7.33913 38.70088 0.277 -0.168 -2.066
C 17.93171 -6.19230 38.36973 -0.642 -0.302 -0.143
O 18.52861 -7.90011 39.91654 -0.341 -1.022 1.985
H 17.71253 -8.83092 37.71224 0.127 -0.467 0.034
H 19.48593 -9.25848 37.96328 -0.282 -0.268 -0.125
H 18.92469 -8.17441 36.64708 0.160 0.076 0.073
H 19.87991 -6.98802 38.75470 0.390 0.149 -0.234
H 17.81581 -5.52599 39.22454 0.550 0.482 -0.114
H 16.90736 -6.53556 38.22485 -0.091 -0.270 -0.374
H 18.23347 -5.71756 37.43611 -0.049 0.393 0.222
H 18.79364 -7.29689 40.61474 -0.147 0.063 0.046
C 14.55641 -2.18843 32.99337 0.350 -0.931 0.438
C 14.39585 -2.45647 34.50863 -0.501 0.830 -0.090
C 13.01801 -2.00141 35.02810 0.724 -1.159 -0.033
O 14.61652 -3.82062 34.80380 -0.490 0.429 0.124
H 14.86630 -1.18126 32.71465 -0.468 0.256 0.200
H 13.67394 -2.55527 32.46918 -0.116 0.296 -0.088
H 15.37019 -2.82611 32.64808 0.164 -0.126 -0.098
H 15.12103 -1.86203 35.06439 0.546 0.179 0.011
H 12.30237 -2.69533 34.58715 -0.410 0.317 -0.165
H 12.87015 -0.94370 34.81017 -0.212 -0.057 -0.229
H 12.95068 -2.16300 36.10395 0.085 0.014 0.088
H 15.42599 -4.08358 34.35970 0.349 -0.663 -0.083
C 18.62281 -5.77792 33.08622 1.033 -0.287 0.237
C 17.34507 -6.53639 33.12674 -3.415 -0.894 -0.773
C 17.19780 -7.66704 34.09624 1.208 -1.003 1.420
O 16.23512 -5.67929 33.38305 1.466 1.938 -0.020
H 18.67075 -4.98509 32.33975 -0.421 0.135 0.171
H 19.45573 -6.43777 32.84346 0.014 -0.353 -0.140
H 18.88704 -5.41097 34.07801 -0.262 0.403 0.080
H 17.05414 -7.01629 32.19231 0.852 0.177 -0.869
H 17.35927 -7.29457 35.10781 -0.090 -0.062 0.179
H 17.89189 -8.48398 33.89887 0.733 -0.003 -0.075
H 16.25643 -8.21537 34.13201 -0.474 0.882 -0.411
H 15.40368 -6.04159 33.06834 -0.980 -0.781 0.093
```
Forces are in eV/Å.

***

Molecular formula: C31H35N2
Method: DFT, ωB97M-V with the def2-TZVPD basis set

Frontier orbital gap (eV): 5.33
Charge: +1
LUMO energy (eV): -4.59

```
68
Properties=species:S:1:pos:R:3:forces:R:3
C 0.66188 2.01862 1.79803 0.251 0.056 0.034
N 0.35768 0.72054 2.37892 -0.382 0.079 -0.216
C -0.94663 0.38919 2.65131 0.149 0.275 0.174
C -1.93084 1.35146 2.74458 0.580 -0.481 0.174
C -3.33421 1.00250 3.10492 -0.873 -0.028 0.232
C -3.60287 -0.46331 3.50214 0.134 0.191 0.151
C -2.70252 -1.44872 2.76196 -0.186 0.202 -0.068
C -1.22729 -1.07983 2.91646 -0.285 -0.289 -0.030
C 1.44931 -0.14781 2.63252 0.874 -0.344 0.240
C 1.61995 -0.74660 3.89629 0.048 0.196 -0.405
C 2.74839 -1.52346 4.15488 -0.020 0.011 -0.367
C 3.68694 -1.75424 3.14092 -0.157 0.074 -0.113
C 3.51647 -1.17120 1.87747 -0.090 0.159 0.296
C 2.43141 -0.32651 1.63914 -0.378 -0.289 0.287
H 1.74834 2.10386 1.69929 -0.308 0.069 0.051
H 0.20302 2.13077 0.80721 0.014 -0.074 0.254
H 0.31746 2.83238 2.44721 0.112 -0.035 -0.024
H -1.62790 2.37143 2.97383 0.119 -0.338 -0.150
H -3.63920 1.65442 3.93857 -0.044 -0.206 -0.202
H -4.01746 1.26671 2.28583 0.022 0.020 0.057
H -3.43209 -0.55730 4.58185 0.009 -0.109 -0.122
H -4.65903 -0.70784 3.32391 0.250 0.089 0.090
H -2.87301 -2.46124 3.15208 0.106 0.206 -0.177
H -2.95922 -1.45807 1.69526 0.005 -0.016 0.096
H -0.63863 -1.72833 2.25052 0.063 0.347 0.194
H -0.91963 -1.32650 3.94556 -0.081 0.140 -0.364
H 0.86410 -0.58820 4.66836 0.392 0.050 -0.187
H 2.88917 -1.94474 5.15188 -0.022 0.064 -0.350
H 4.55130 -2.39064 3.33164 -0.237 0.191 -0.040
H 4.23074 -1.35854 1.07224 -0.166 0.071 0.353
H 2.30711 0.17482 0.67382 0.074 -0.307 0.310
C -0.42801 4.98282 -0.95051 0.267 0.561 0.345
C -1.09186 3.68451 -1.16239 -0.344 -1.342 0.529
N -0.90350 2.93686 -2.27606 -0.254 0.403 0.066
C 0.02110 3.28546 -3.34596 -0.006 0.150 -0.154
C -1.70668 1.78936 -2.23245 0.150 -0.132 0.794
C -2.44542 1.83087 -1.02585 0.291 0.163 -0.479
C -3.22313 0.74037 -0.64998 -0.140 -0.456 -0.321
C -3.19902 -0.40784 -1.45502 0.072 0.465 0.390
C -2.37998 -0.46854 -2.59751 -0.010 0.513 -0.158
C -1.65888 0.65604 -3.03235 -0.273 -0.462 0.160
C -2.02541 3.02088 -0.31017 0.431 -0.355 -0.965
C -2.34470 3.34646 1.02278 -0.143 1.838 -0.674
C -3.66919 3.68997 1.45382 -0.453 -0.393 0.900
C -4.83380 3.48710 0.66467 0.112 0.003 0.268
C -6.08930 3.78150 1.18440 0.387 -0.163 -0.298
C -6.23212 4.33725 2.46208 0.082 -0.221 -0.036
C -7.59390 4.59276 3.02889 -0.097 0.161 0.113
C -5.08591 4.61798 3.21554 0.140 -0.040 0.073
C -3.83344 4.27900 2.74070 0.185 -0.137 -0.357
H -0.72945 5.36541 0.03172 0.176 0.018 -0.237
H 0.66955 4.89688 -0.96883 -0.286 -0.013 -0.034
H -0.71261 5.74687 -1.69451 0.039 -0.381 0.184
H 0.13051 2.42236 -4.00562 0.026 0.238 0.112
H -0.34165 4.14260 -3.92863 -0.008 -0.258 0.113
H 1.00216 3.54872 -2.93331 -0.226 -0.158 -0.061
H -3.82971 0.81550 0.25439 0.167 -0.289 -0.273
H -3.81883 -1.26413 -1.17679 0.319 0.237 -0.119
H -2.30983 -1.40823 -3.14275 -0.098 0.320 -0.032
H -1.06299 0.65739 -3.94214 -0.104 -0.280 0.200
H -1.52422 3.78876 1.59512 -0.363 0.087 -0.103
H -4.72968 3.11056 -0.35459 -0.077 0.017 0.338
H -6.98026 3.55895 0.59435 0.254 0.165 0.118
H -7.51120 5.18768 3.94273 -0.157 -0.058 -0.163
H -8.22861 5.11869 2.30668 0.095 -0.081 0.167
H -8.09606 3.65048 3.28493 0.136 0.145 -0.091
H -5.19554 5.07670 4.20068 0.071 -0.135 -0.309
H -2.94404 4.47346 3.35048 -0.329 -0.105 -0.188
```
Forces are in eV/Å.

***

Molecular formula: C21H19N3O3S
Method: DFT, ωB97M-V with the def2-TZVPD basis set

Frontier orbital gap (eV): 8.17
SMILES: COc1ccc(CNn2c(-c3cccs3)nc3ccccc3c2=O)cc1OC
LUMO energy (eV): 0.07

```
47
Properties=species:S:1:pos:R:3:forces:R:3
C -0.30539 1.24713 6.50345 -0.106 -0.072 0.181
O 0.28575 1.66625 5.29938 0.060 0.066 -0.410
C -0.32190 1.32617 4.12932 0.129 0.055 0.009
C -1.47821 0.57504 4.01691 0.207 0.036 0.286
C -2.00946 0.27472 2.76988 0.048 0.102 -0.337
C -1.39984 0.73203 1.61959 -0.281 0.147 0.132
C -1.92217 0.35216 0.26097 -0.012 0.180 0.203
N -1.34272 -0.94726 -0.13230 -0.235 -0.256 -0.346
N -0.83651 -0.94457 -1.43505 -0.263 -0.087 -0.078
C 0.50887 -0.73616 -1.62564 0.055 0.024 -0.737
C 1.38619 -0.69130 -0.48123 0.173 -0.131 0.971
C 2.67262 -0.20986 -0.48960 -0.409 -0.035 -0.118
C 3.32032 -0.36774 0.74593 0.129 -0.042 0.170
C 2.53144 -0.98913 1.66726 -0.358 -0.245 -0.208
S 0.97378 -1.36190 1.06182 0.942 0.136 0.122
N 1.03350 -0.58809 -2.79815 0.415 0.021 0.524
C 0.23701 -0.68467 -3.90007 -0.704 -0.094 -0.210
C 0.80678 -0.51336 -5.16913 -0.085 -0.009 -0.049
C 0.02771 -0.63350 -6.29545 0.129 0.031 0.069
C -1.33341 -0.92601 -6.19603 -0.203 -0.046 0.035
C -1.91339 -1.09386 -4.95993 -0.024 -0.012 -0.001
C -1.13792 -0.97466 -3.80506 0.361 0.090 -0.232
C -1.73895 -1.10833 -2.48897 -0.165 0.004 0.103
O -2.90964 -1.32968 -2.24062 -0.056 0.002 -0.077
C -0.24145 1.50036 1.72420 0.042 0.216 0.165
C 0.31073 1.79670 2.95590 0.104 0.073 0.106
O 1.44782 2.51933 3.15088 -0.361 -0.241 0.285
C 2.13699 2.99601 2.02246 0.132 0.070 -0.261
H -1.31476 1.65551 6.62141 0.034 -0.029 -0.014
H 0.33368 1.63583 7.29475 -0.076 -0.051 -0.020
H -0.34579 0.15496 6.57547 -0.013 0.040 -0.011
H -1.97831 0.20739 4.89836 -0.006 -0.004 0.130
H -2.90633 -0.32192 2.70666 -0.150 -0.071 -0.008
H -3.01492 0.30481 0.26486 0.085 -0.018 -0.074
H -1.61686 1.10311 -0.47384 -0.081 -0.123 0.022
H -2.04888 -1.67879 -0.07348 0.178 0.139 -0.204
H 3.10935 0.24004 -1.36178 0.055 0.046 -0.193
H 4.32652 -0.04192 0.94105 0.160 0.071 0.055
H 2.77410 -1.23216 2.68281 0.089 -0.034 0.243
H 1.86016 -0.29101 -5.23028 0.118 0.015 0.008
H 0.47221 -0.50196 -7.27124 0.051 0.013 -0.067
H -1.92887 -1.01899 -7.09163 -0.057 -0.009 -0.058
H -2.96432 -1.31601 -4.85053 -0.083 -0.014 -0.009
H 0.23047 1.85238 0.81994 0.120 0.044 -0.084
H 3.00653 3.52278 2.41237 -0.041 -0.013 -0.069
H 2.46958 2.17629 1.37608 -0.054 0.043 0.036
H 1.52510 3.69321 1.44011 0.007 -0.030 0.019
```
Forces are in eV/Å.